1.
Formula: C38H105N9O11
Source: the Open Molecules 2025 dataset
Level of theory: the ωB97M-V functional and the def2-TZVPD basis

Structure (XYZ):
```
163
Properties=species:S:1:pos:R:3:forces:R:3
C -5.228 -27.945 -5.754 -0.33 -2.03 -1.49
C -4.218 -27.600 -4.738 0.36 0.16 1.88
O -3.420 -26.481 -4.964 0.03 1.85 0.13
O -6.436 -27.257 -5.801 -0.66 0.95 0.45
H -5.614 -28.984 -5.570 0.98 0.55 -0.18
H -4.747 -27.910 -6.741 0.02 -0.17 -0.08
H -3.497 -28.418 -4.572 -0.75 -0.32 0.06
H -4.780 -27.335 -3.841 -0.07 -0.86 0.57
H -3.523 -25.871 -4.174 0.55 -0.35 -1.35
H -6.331 -26.305 -5.678 0.09 0.21 -0.21
C -2.230 -20.979 -11.053 0.14 -0.02 0.75
C -2.819 -22.308 -10.615 1.60 0.51 1.18
C -4.226 -22.318 -11.073 -1.51 -0.26 0.65
O -5.090 -21.672 -10.089 0.01 -0.04 -1.20
C -6.410 -21.647 -10.624 -0.79 0.69 1.94
N -2.026 -23.491 -11.103 -1.54 0.58 -0.41
H -2.893 -20.209 -10.569 0.60 -0.30 -1.13
H -2.101 -20.997 -12.138 -0.45 0.56 0.04
H -1.241 -20.851 -10.638 0.40 0.11 0.19
H -2.808 -22.247 -9.486 -0.28 -0.50 -0.94
H -4.469 -23.387 -11.115 -0.79 0.11 -0.42
H -4.379 -21.785 -12.034 0.20 -0.59 0.26
H -7.182 -21.230 -9.923 1.16 -0.44 0.09
H -6.720 -22.628 -10.853 -0.44 -1.43 -0.32
H -6.591 -21.053 -11.483 0.68 0.76 -1.25
H -2.678 -24.228 -11.411 0.41 0.52 0.06
H -1.567 -23.902 -10.321 0.58 -0.21 0.59
C -8.623 -18.485 -1.694 1.31 -1.93 0.92
C -9.864 -18.216 -2.373 -3.29 0.89 0.14
C -10.439 -16.836 -1.895 0.44 -0.43 0.26
O -11.660 -16.432 -2.547 1.57 0.11 0.35
C -12.823 -16.961 -1.938 0.86 0.31 -1.03
N -9.695 -18.315 -3.804 -1.24 0.47 -0.32
H -8.818 -18.497 -0.603 0.63 -0.12 -0.51
H -7.878 -17.768 -1.976 0.57 0.62 0.18
H -8.267 -19.475 -2.092 -0.10 0.72 0.86
H -10.610 -18.959 -2.037 0.13 0.00 -0.34
H -9.630 -16.092 -2.007 -0.59 0.14 -0.68
H -10.518 -16.876 -0.783 -0.59 -0.10 -0.51
H -13.646 -16.385 -2.282 -0.76 0.63 -0.42
H -12.737 -16.799 -0.893 -0.16 -0.51 1.21
H -12.977 -17.965 -2.293 -0.13 -0.76 0.50
H -8.967 -17.648 -3.986 0.57 0.38 -0.66
H -10.554 -17.914 -4.228 0.71 -0.34 0.13
C -7.523 -25.254 1.584 -0.57 -2.13 -1.62
C -6.755 -25.056 0.292 0.08 2.47 -0.51
C -5.980 -23.712 0.239 1.22 -0.20 0.82
O -4.878 -23.684 1.189 -0.18 0.34 -0.35
C -3.870 -22.715 0.854 -1.78 0.39 0.66
N -5.901 -26.151 -0.062 0.21 -0.87 2.12
H -6.919 -25.756 2.307 0.63 0.13 0.79
H -8.287 -26.038 1.323 0.23 0.96 0.48
H -7.944 -24.338 1.927 -0.44 0.50 0.43
H -7.454 -24.870 -0.540 -0.15 -0.51 0.25
H -6.567 -22.807 0.414 -0.44 -0.09 -0.02
H -5.556 -23.653 -0.759 0.11 0.12 -0.43
H -4.280 -21.701 0.650 -0.17 -0.52 0.06
H -3.371 -23.032 -0.027 0.88 -0.32 -0.85
H -3.221 -22.587 1.708 0.31 -0.35 0.10
H -5.060 -26.085 0.513 -0.28 -0.23 0.31
H -5.536 -26.014 -0.952 0.35 0.31 -2.34
C -6.163 -18.801 -4.506 -0.03 0.76 -0.01
C -5.413 -17.526 -4.810 0.81 -0.71 -1.10
C -4.599 -17.528 -6.150 1.05 0.50 0.89
O -3.798 -18.706 -6.183 -0.19 -0.20 -1.31
C -3.183 -18.906 -7.474 0.03 1.74 0.26
N -6.314 -16.422 -4.695 -1.23 0.43 0.18
H -5.491 -19.633 -4.517 0.41 -0.58 0.60
H -6.861 -19.030 -5.277 -1.01 -0.05 -0.62
H -6.684 -18.570 -3.565 0.26 -0.82 -0.33
H -4.659 -17.514 -4.016 0.02 0.68 -0.01
H -3.863 -16.657 -6.117 -0.97 -0.59 -0.13
H -5.204 -17.411 -7.065 -0.17 -0.23 0.33
H -2.417 -19.649 -7.336 0.03 -0.50 -0.13
H -2.658 -17.959 -7.797 -0.36 -0.69 0.37
H -3.886 -19.132 -8.303 0.09 -0.27 0.70
H -5.874 -15.535 -4.748 0.43 0.78 -0.06
H -7.139 -16.403 -5.312 0.87 -0.44 0.25
C -9.494 -20.883 -6.311 0.50 1.21 2.09
C -10.959 -20.831 -6.604 -0.03 2.19 -0.86
C -11.828 -21.054 -5.398 0.43 -0.24 1.01
O -11.358 -22.255 -4.766 -1.25 0.16 0.62
C -12.171 -22.595 -3.615 2.09 0.14 -0.06
N -11.293 -19.464 -7.140 -0.93 -0.61 -0.35
H -8.945 -20.598 -7.176 0.52 0.27 -0.84
H -9.166 -21.861 -6.014 0.20 -0.50 0.36
H -9.252 -20.111 -5.467 -0.36 -1.45 -1.36
H -11.227 -21.543 -7.386 -0.04 -0.12 0.05
H -12.858 -21.162 -5.736 -0.27 -0.05 0.15
H -11.779 -20.195 -4.666 0.11 -0.63 -0.73
H -13.214 -22.513 -3.836 -0.76 0.24 -0.09
H -11.864 -21.946 -2.741 -0.51 -0.62 -0.76
H -11.946 -23.651 -3.406 -0.08 0.36 0.19
H -10.725 -18.681 -6.852 0.27 -0.42 0.15
H -11.471 -19.419 -8.141 0.23 -0.15 0.47
C -11.306 -25.821 0.206 0.30 -1.38 -1.46
C -11.273 -25.913 -1.316 -1.50 -1.14 0.76
C -10.442 -27.049 -1.860 0.68 1.76 0.52
O -9.094 -26.828 -1.443 -0.69 -1.33 -0.68
C -8.282 -27.954 -1.810 -0.58 0.59 0.18
N -12.629 -26.206 -1.832 -0.38 0.42 -0.05
H -12.061 -25.139 0.486 -0.84 1.02 0.45
H -10.337 -25.418 0.434 0.46 -0.39 1.16
H -11.628 -26.824 0.552 0.82 0.53 0.47
H -10.905 -24.948 -1.649 -0.04 0.08 -0.71
H -10.562 -26.895 -2.920 0.39 -0.53 -0.92
H -10.872 -28.016 -1.584 0.33 -0.12 0.29
H -8.402 -28.226 -2.888 0.44 0.31 0.72
H -8.505 -28.794 -1.176 -0.73 -0.75 0.09
H -7.321 -27.692 -1.434 1.17 0.30 -0.62
H -13.266 -25.728 -1.201 -0.29 -0.14 -0.36
H -12.881 -27.207 -1.790 0.47 0.77 0.11
C -1.768 -22.439 -3.759 0.76 -0.97 0.34
C -3.192 -22.851 -3.949 0.34 0.88 0.23
C -3.434 -22.959 -5.421 -0.23 1.01 -0.93
O -4.807 -22.856 -5.665 -0.48 -1.38 1.79
C -5.167 -22.525 -6.949 1.06 1.10 -0.33
N -3.449 -24.141 -3.269 -1.25 0.91 0.11
H -1.538 -22.174 -2.746 0.02 -0.04 0.82
H -1.447 -21.603 -4.336 -0.06 0.62 -0.70
H -1.160 -23.301 -4.022 0.42 -0.04 -0.05
H -3.806 -22.014 -3.563 -0.20 -0.50 -0.10
H -3.015 -23.890 -5.789 0.10 -0.34 -0.26
H -2.962 -22.098 -5.968 0.02 -0.55 0.48
H -4.576 -21.611 -7.136 -0.52 0.11 -0.77
H -6.224 -22.306 -6.908 -0.31 -0.09 -0.47
H -4.867 -23.266 -7.694 -0.34 -0.19 -0.08
H -4.473 -24.123 -3.150 0.41 -0.56 0.16
H -3.095 -24.070 -2.320 0.11 -0.08 0.03
C -11.854 -25.600 -10.092 -1.19 -0.33 -0.13
C -11.176 -26.712 -9.322 1.04 -1.18 -0.03
C -11.841 -27.031 -8.014 0.67 -0.64 1.35
O -11.640 -25.905 -7.134 -0.49 -0.64 -0.84
C -12.176 -26.018 -5.845 -1.07 0.64 0.45
N -10.995 -28.006 -10.014 0.25 -0.34 -1.39
H -11.197 -25.357 -10.879 0.81 0.83 -0.99
H -12.016 -24.771 -9.421 0.18 0.47 0.11
H -12.848 -25.760 -10.602 0.83 -0.63 0.82
H -10.130 -26.432 -9.102 -0.52 0.50 0.16
H -11.463 -28.016 -7.603 0.33 1.22 -0.10
H -12.866 -27.311 -8.206 -0.99 0.60 0.11
H -13.235 -26.340 -5.819 0.20 0.16 -0.38
H -12.155 -25.015 -5.347 0.29 -0.84 -0.49
H -11.661 -26.754 -5.250 0.58 -0.27 0.37
H -10.067 -28.136 -10.448 -0.51 0.43 0.77
H -11.592 -28.096 -10.829 -0.44 0.07 0.22
C -7.398 -23.095 -3.442 -1.08 0.09 -0.49
C -7.819 -24.555 -3.406 1.20 -0.07 -1.54
C -8.586 -25.009 -4.632 1.07 1.33 -0.87
O -7.787 -24.694 -5.802 0.65 0.31 0.86
C -8.369 -25.294 -6.929 -0.54 -0.35 1.06
N -6.554 -25.308 -3.346 0.06 -0.04 0.68
H -6.669 -22.869 -4.213 0.28 -0.34 -0.08
H -6.999 -22.868 -2.485 0.50 0.52 0.90
H -8.224 -22.419 -3.660 -0.31 -0.01 0.20
H -8.368 -24.829 -2.549 -0.90 0.01 1.08
H -9.546 -24.527 -4.755 -0.53 0.10 0.13
H -8.659 -26.071 -4.611 -0.51 -1.13 0.16
H -8.495 -26.333 -6.659 -0.65 -0.54 -0.35
H -7.758 -25.300 -7.796 0.94 0.55 -0.64
H -9.294 -24.781 -7.093 -0.84 -0.09 -0.58
H -6.041 -24.932 -4.125 0.53 -0.28 -0.48
H -6.696 -26.309 -3.494 -0.03 0.34 -0.04
```
Forces are in eV/Å.

Results
- ΔE to the lowest compared entry with this formula, charge and spin (kJ/mol) = 300.9
- total charge = 0
- SMILES = COC[C@H](C)N.COC[C@H](C)N.COC[C@H](C)N.COC[C@H](C)N.COC[C@H](C)N.COC[C@H](C)N.COC[C@H](C)N.COC[C@H](C)N.COC[C@H](C)N.OCCO
- HOMO energy (Ha) = -0.326
- energy (a.u.) = -2830.96513
- M (g/mol) = 864.3
- HOMO-LUMO gap (hartree) = 0.3457



2.
Formula: C38H106O44P10
Source: the Open Molecules 2025 dataset
Level of theory: the ωB97M-V functional and the def2-TZVPD basis

Structure (XYZ):
```
198
Properties=species:S:1:pos:R:3:forces:R:3
C -2.588 -0.285 0.319 -0.13 -0.75 0.47
O -1.377 0.121 -0.300 2.00 1.54 0.29
P -0.210 0.926 0.498 0.44 -0.40 -0.65
O -0.639 2.074 1.322 0.36 -0.64 -0.83
O 0.540 -0.231 1.354 -1.96 -0.67 -1.43
C 1.742 -0.020 2.030 1.15 1.99 0.56
O 0.844 1.296 -0.722 -2.49 1.44 3.66
C 1.319 0.303 -1.530 0.75 -1.42 -1.68
H -2.516 -1.372 0.264 -0.55 -0.10 0.41
H -3.472 0.037 -0.230 0.24 0.25 -0.28
H -2.680 0.063 1.347 0.06 -0.12 0.02
H 2.615 -0.506 1.595 -0.32 -0.24 -0.31
H 1.721 -0.240 3.098 -0.56 -0.54 -0.13
H 1.889 1.060 2.003 0.72 0.14 0.16
H 2.395 0.441 -1.639 0.07 -0.05 -0.17
H 0.833 0.432 -2.497 0.18 -0.46 -0.25
H 1.145 -0.704 -1.152 -0.06 -0.05 0.00
C 3.608 3.270 0.161 -0.91 -0.06 -0.29
O 2.763 4.196 0.900 0.67 -0.08 -0.01
P 2.940 4.390 2.456 -0.66 1.82 1.50
O 2.966 3.152 3.259 0.18 0.10 -0.52
O 1.727 5.424 2.793 3.12 -1.37 -0.13
C 0.425 4.904 2.966 -0.96 1.11 -0.68
O 4.198 5.391 2.734 -1.10 -1.35 -0.72
C 5.494 4.799 2.914 0.29 0.02 1.02
H 2.899 2.668 -0.407 0.18 -0.12 -0.01
H 4.183 2.603 0.804 0.03 0.27 0.09
H 4.222 3.813 -0.557 0.11 0.03 0.34
H 0.263 3.918 2.530 0.07 -0.02 0.14
H -0.089 5.673 2.387 -1.03 -0.52 0.03
H 0.085 4.998 3.997 0.26 -0.34 0.08
H 5.711 4.734 3.980 -0.02 0.56 0.17
H 6.212 5.460 2.430 -0.01 -0.32 -0.08
H 5.609 3.744 2.661 -0.36 0.11 -0.90
C -5.751 -2.422 0.602 0.11 -0.62 -0.43
O -5.938 -1.084 0.989 -0.47 1.25 1.57
P -5.844 -0.571 2.510 0.73 1.09 -0.11
O -4.476 -0.628 3.099 -1.73 0.56 -0.78
O -6.903 -1.454 3.296 -0.37 -0.10 -0.11
C -6.896 -1.470 4.732 0.02 0.09 0.97
O -6.518 0.929 2.401 0.84 -1.47 -0.25
C -7.819 1.166 1.827 -0.85 -0.65 0.52
H -4.857 -2.889 1.016 0.25 0.35 0.01
H -5.669 -2.329 -0.480 0.01 -0.64 0.07
H -6.582 -3.056 0.911 -0.24 0.14 -0.19
H -6.690 -2.466 5.123 0.42 -0.03 -0.43
H -7.858 -1.225 5.182 -0.33 0.23 -0.73
H -6.192 -0.749 5.146 0.24 -0.18 -0.17
H -7.836 1.940 1.060 0.61 -0.13 0.04
H -8.527 1.453 2.605 0.37 0.38 0.32
H -8.299 0.260 1.455 0.48 -0.18 -0.42
C 0.618 1.761 5.131 0.15 0.77 -1.33
O 0.378 0.833 6.220 0.49 0.44 -0.05
P 1.028 1.200 7.645 -0.70 2.61 1.78
O 0.612 2.550 8.214 1.15 -2.93 -1.61
O 0.687 -0.007 8.660 1.47 0.92 -2.17
C -0.626 -0.132 9.129 -1.05 -0.23 0.22
O 2.610 1.030 7.438 -1.12 0.98 0.77
C 3.103 -0.143 6.897 0.77 -1.87 -1.25
H 0.979 2.759 5.378 -0.18 -0.12 0.90
H -0.229 1.918 4.464 -0.78 -0.31 0.81
H 1.336 1.476 4.361 0.60 -0.95 0.73
H -1.043 -1.047 8.708 0.00 -0.21 0.42
H -1.290 0.662 8.787 0.17 0.30 0.17
H -0.531 -0.134 10.214 -0.52 -0.18 -0.06
H 4.183 -0.110 6.758 -0.02 0.50 0.35
H 2.708 -0.342 5.900 -0.26 0.21 -0.15
H 2.896 -1.053 7.459 -0.22 0.23 0.49
C -2.414 3.004 -3.510 1.70 0.66 -1.92
O -3.258 2.499 -2.546 -2.17 0.06 1.18
P -4.648 3.297 -2.187 -0.54 -0.05 0.40
O -5.329 3.957 -3.341 1.41 -0.67 1.80
O -5.545 2.104 -1.507 1.33 0.62 -0.84
C -6.008 1.011 -2.353 -0.65 0.48 0.52
O -4.237 4.248 -0.912 -1.76 -1.10 -2.18
C -3.678 3.688 0.280 1.21 -0.53 -0.54
H -2.548 2.633 -4.527 -1.01 -0.30 -0.06
H -1.393 2.654 -3.354 0.11 0.29 0.81
H -2.447 4.089 -3.613 0.10 0.06 0.35
H -7.066 0.917 -2.109 -0.01 -0.07 -0.12
H -5.532 0.067 -2.088 0.35 0.24 0.08
H -5.930 1.213 -3.421 0.25 0.16 0.08
H -2.641 4.016 0.222 0.01 0.08 0.80
H -3.629 2.600 0.225 -0.27 -0.06 0.12
H -4.208 3.992 1.182 -0.01 0.24 -0.33
C 4.168 -5.020 0.763 0.39 -0.14 1.16
O 2.856 -4.598 0.377 -0.13 0.35 -0.92
P 1.623 -5.542 0.694 -0.93 -1.62 0.00
O 1.527 -6.010 2.091 0.19 0.44 -1.02
O 0.297 -4.760 0.171 1.46 -0.43 -0.46
C -0.012 -3.617 0.925 0.85 1.33 1.83
O 1.730 -6.747 -0.360 -0.60 0.56 0.96
C 1.928 -6.499 -1.751 0.60 0.14 -0.41
H 4.095 -5.959 1.313 0.06 0.14 0.28
H 4.566 -4.227 1.395 -0.03 -0.18 0.22
H 4.929 -5.191 0.001 -0.77 0.23 -0.86
H -0.693 -2.905 0.461 -0.30 -0.67 -0.20
H 0.857 -3.005 1.171 0.55 0.11 -0.73
H -0.235 -3.896 1.956 -1.11 -0.21 -0.12
H 1.428 -7.251 -2.361 -0.15 -0.10 0.37
H 2.999 -6.580 -1.934 -0.05 0.21 -0.25
H 1.565 -5.520 -2.062 0.10 -0.13 0.21
C -3.960 -6.485 -4.386 -1.02 -2.26 -0.61
O -4.172 -5.743 -3.207 0.01 1.06 0.58
P -3.406 -4.384 -2.957 1.27 1.07 0.07
O -1.957 -4.424 -3.290 -1.60 0.16 0.09
O -3.701 -3.985 -1.416 -0.08 -0.38 -1.01
C -3.058 -4.706 -0.338 -0.25 -0.85 0.12
O -4.255 -3.311 -3.821 0.48 -0.46 0.91
C -5.610 -3.009 -3.451 -0.39 -0.34 0.36
H -3.639 -7.455 -4.005 0.54 -0.01 -0.52
H -3.380 -6.154 -5.247 0.70 0.78 0.83
H -4.919 -6.706 -4.855 -0.38 0.26 0.28
H -3.787 -5.335 0.172 -0.32 0.13 -0.15
H -2.654 -4.037 0.421 0.04 0.27 -0.48
H -2.297 -5.398 -0.696 0.25 0.39 -0.14
H -5.949 -3.668 -2.652 0.05 0.03 0.12
H -6.310 -3.164 -4.272 0.42 0.03 -0.32
H -5.698 -1.978 -3.110 0.26 0.00 -0.08
C -2.520 -0.403 -3.360 0.12 0.62 0.92
O -2.665 -0.996 -4.614 1.47 -0.30 -3.04
P -1.486 -0.799 -5.743 -1.54 -0.71 -0.64
O -0.132 -0.532 -5.224 -0.62 -0.20 -0.07
O -1.669 -2.071 -6.750 -0.44 1.36 -0.13
C -1.555 -3.442 -6.342 0.76 0.87 2.69
O -2.103 0.363 -6.687 0.78 -0.77 0.99
C -1.257 1.256 -7.395 0.20 1.10 -0.83
H -2.458 -1.224 -2.646 0.04 0.31 0.34
H -3.352 0.274 -3.168 -0.23 -0.42 0.05
H -1.651 0.253 -3.304 0.32 -0.36 0.12
H -0.869 -3.334 -5.501 0.39 -1.02 0.02
H -1.141 -4.164 -7.045 -0.29 0.68 -0.51
H -2.458 -3.767 -5.827 -0.30 -0.09 -0.66
H -1.606 2.280 -7.255 -0.37 -0.08 0.21
H -1.316 1.078 -8.469 -0.10 -0.34 0.04
H -0.200 1.308 -7.134 -0.06 -0.74 0.48
C 6.079 -3.082 -2.267 0.18 -0.90 -0.37
O 4.684 -2.884 -2.206 -2.36 -0.01 -0.40
P 3.673 -3.206 -3.463 0.99 -0.01 0.10
O 3.684 -4.627 -3.937 -0.09 2.40 0.53
O 2.245 -2.631 -2.923 3.05 -0.41 -0.41
C 1.049 -3.328 -3.169 -1.63 -0.26 -0.33
O 4.246 -2.112 -4.543 -0.17 -1.75 0.45
C 4.246 -0.746 -4.187 -1.54 1.48 0.43
H 6.349 -3.570 -3.204 0.23 0.34 -0.18
H 6.341 -3.809 -1.498 0.10 0.22 0.24
H 6.603 -2.139 -2.112 -0.03 -0.05 -0.11
H 0.535 -3.466 -2.218 -0.08 0.13 -0.06
H 1.117 -4.309 -3.640 0.67 0.05 0.03
H 0.449 -2.727 -3.852 -0.10 0.17 0.25
H 4.232 -0.588 -3.109 0.20 -0.14 0.07
H 3.317 -0.318 -4.567 -0.31 0.01 0.11
H 4.984 -0.065 -4.611 0.76 -1.06 -0.26
C 5.695 2.636 -6.606 -0.41 0.30 0.26
O 5.594 2.194 -5.226 -0.74 0.77 1.24
P 4.678 2.973 -4.112 0.00 -1.13 0.17
O 4.805 2.440 -2.701 0.07 1.17 -2.80
O 3.177 2.867 -4.701 1.91 -0.48 -0.28
C 2.067 3.059 -3.874 -1.48 0.19 0.71
O 5.015 4.530 -4.387 -0.19 -2.07 0.41
C 5.255 5.358 -3.275 0.38 1.59 0.63
H 5.334 3.664 -6.637 -0.20 -0.17 -0.48
H 5.143 1.932 -7.228 -0.32 0.29 0.09
H 6.714 2.641 -6.994 0.23 -0.17 0.71
H 2.265 2.977 -2.805 0.38 -0.04 -0.03
H 1.306 2.314 -4.105 0.14 -0.16 -0.17
H 1.609 4.032 -4.054 0.18 0.16 -0.09
H 4.435 6.072 -3.192 0.11 0.19 -0.16
H 6.197 5.866 -3.484 -0.13 0.24 0.16
H 5.339 4.905 -2.287 0.02 -0.71 -0.35
O 7.118 0.150 2.592 -0.94 0.01 -0.35
C 5.968 -0.129 2.876 1.42 0.02 0.86
O 5.136 -0.808 2.118 -1.52 -0.19 0.20
C 5.399 -1.118 0.768 0.47 0.92 -1.01
C 5.253 0.139 -0.139 -0.05 -1.29 -0.06
C 5.394 0.085 4.259 0.21 0.24 -0.65
H 4.619 -1.826 0.487 0.20 -0.15 0.00
H 6.385 -1.578 0.704 0.04 0.03 -0.15
H 5.623 -0.102 -1.136 0.23 0.02 -0.01
H 5.785 1.021 0.215 -0.15 -0.14 0.12
H 4.185 0.289 -0.302 0.02 0.52 0.29
H 5.460 -0.888 4.747 0.20 0.13 0.31
H 4.344 0.375 4.267 0.13 0.15 -0.20
H 6.035 0.851 4.696 -0.25 -0.26 0.46
O -2.828 2.258 6.715 0.64 1.16 -0.94
C -2.363 3.324 6.336 -0.53 -0.60 1.38
O -2.341 3.766 5.078 0.99 1.04 1.04
C -2.794 3.001 4.021 -1.54 -0.30 -1.48
C -4.312 3.147 3.879 -0.51 -0.84 0.08
C -1.816 4.397 7.255 -0.03 -0.11 0.76
H -2.543 1.949 4.155 0.07 -0.01 -0.10
H -2.318 3.423 3.135 0.29 -0.29 0.00
H -4.766 2.583 4.694 -0.17 0.20 0.15
H -4.721 2.686 2.980 0.41 -0.27 -0.13
H -4.735 4.152 3.860 0.56 0.28 0.30
H -0.880 4.838 6.913 -0.16 -0.09 -0.20
H -1.654 4.023 8.266 0.15 -0.43 -0.28
H -2.557 5.182 7.407 -0.11 0.13 -0.51
```
Forces are in eV/Å.

Results
- total charge = 0
- SMILES = COP(=O)(OC)OC.COP(=O)(OC)OC.COP(=O)(OC)OC.COP(=O)(OC)OC.COP(=O)(OC)OC.COP(=O)(OC)OC.COP(=O)(OC)OC.COP(=O)(OC)OC.COP(=O)(OC)OC.COP(=O)(OC)OC.CCOC(C)=O.CCOC(C)=O
- HOMO energy (Ha) = -0.362
- energy (a.u.) = -8236.41804
- M (g/mol) = 1577.0
- HOMO-LUMO gap (hartree) = 0.3702



> Which value of M does entry 1 give?

864.3 g/mol